Record 1
18
Properties=species:S:1:pos:R:3:forces:R:3:nbo_charge:R:1 method="wB97M-V/def2-TZVPD" gap_ev=7.88 total_charge=-1 total_energy_ev=-9459.6469 lumo_ev=4.1 de_lowest_ev=0.3823
O -0.8770 0.4925 -1.4057 0.3521 -0.0107 -0.3004 -0.79
O 0.8643 1.3260 -0.2083 0.2501 -0.2068 -0.1804 -0.80
C -0.3345 1.0787 -0.4463 -1.0608 0.2550 0.8531 0.78
C 1.6822 -2.6291 0.1290 0.1542 -0.3709 -0.2697 -0.60
C 0.9106 -2.1243 -1.0974 0.0943 0.9815 1.0128 -0.63
C -1.0846 1.0644 2.0323 -0.5085 -0.3013 0.8920 -0.61
C -1.3649 1.6167 0.6546 0.5977 -0.3473 -1.6836 -0.54
H 1.0463 -1.0414 -1.1522 0.0494 -0.0420 -0.1753 0.27
H -0.3098 0.2979 2.0181 0.0606 0.0042 -0.1292 0.21
H -1.9799 0.6088 2.4945 0.1876 0.0353 -0.3120 0.18
H 1.2647 -2.5459 -2.0344 -0.1986 -0.2784 -0.0238 0.18
H -0.7727 1.7960 2.7726 0.2331 0.3290 -0.0544 0.19
H -1.2328 2.6910 0.5322 -0.1960 0.2236 0.5345 0.19
H 1.1874 -2.4251 1.0864 -0.0523 0.0619 -0.3117 0.20
H -0.1633 -2.1946 -0.9355 -0.0651 -0.4639 -0.4300 0.21
H 1.8765 -3.7050 0.0730 -0.1217 -0.0634 0.1181 0.17
H -2.3445 1.3428 0.2510 0.0146 0.0836 0.3756 0.20
H 2.6567 -2.1519 0.1678 0.2092 0.1108 0.0845 0.19



Record 2
18
Properties=species:S:1:pos:R:3:forces:R:3:nbo_charge:R:1 method="wB97M-V/def2-TZVPD" gap_ev=7.34 total_charge=-1 total_energy_ev=-9459.6435 lumo_ev=3.6 de_lowest_ev=0.3857
O -2.2459 -0.9774 1.9055 -0.2656 0.1090 0.0282 -0.80
O -1.9114 -2.9874 0.9300 -0.0931 -0.0750 0.0294 -0.79
C -1.6145 -2.0290 1.6732 0.6835 -0.0517 -0.1333 0.77
C 0.1388 2.1816 -2.2017 0.4587 -0.4111 0.0591 -0.61
C 1.1369 0.7699 -0.3244 0.9467 0.0351 -0.2784 -0.60
C -0.2094 -2.0792 2.3806 -0.5846 -0.2815 -0.5595 -0.75
C 0.1707 0.8058 -1.5015 -0.4922 0.5538 0.4949 -0.41
H -0.3961 -1.7970 3.4156 0.5019 0.2517 0.0061 0.20
H 2.1594 1.0817 -0.5741 -0.0471 0.0373 -0.3760 0.18
H -0.7993 0.6401 -1.0424 -0.2827 -0.2258 -0.1299 0.22
H 0.3072 -0.0009 -2.2227 0.2370 0.0087 0.1091 0.19
H 0.8322 1.4785 0.4484 -0.2540 -0.2881 0.0950 0.21
H 0.2714 -3.0526 2.3078 -0.1733 -0.2423 0.1235 0.18
H 1.2589 -0.2320 0.0812 -0.3556 0.0150 0.2329 0.22
H 0.4346 -1.3963 1.8191 -0.0498 0.3069 0.4985 0.19
H 0.6609 2.1194 -3.1608 -0.2285 0.1922 -0.0546 0.19
H -0.8735 2.5594 -2.3268 -0.0294 -0.0597 -0.2594 0.21
H 0.6791 2.9155 -1.6069 0.0281 0.1256 0.1142 0.19



Record 3
18
Properties=species:S:1:pos:R:3:forces:R:3:nbo_charge:R:1 method="wB97M-V/def2-TZVPD" gap_ev=7.42 total_charge=-1 total_energy_ev=-9459.4822 lumo_ev=3.7 de_lowest_ev=0.5470
O 2.6145 0.3073 -2.0440 0.2295 -0.3246 0.1431 -0.81
O 3.4463 1.1335 -0.1036 0.1405 -0.2641 0.2135 -0.79
C -0.9085 -1.4248 1.7353 1.5752 -0.2709 -0.8882 -0.62
C -1.7006 -0.0724 -0.2343 0.0300 -0.6897 -0.9450 -0.61
C 1.2222 1.7550 -0.7897 0.5739 -1.3532 -0.2383 -0.76
C 2.5763 0.9629 -0.9772 -0.4178 1.0856 -0.6917 0.77
C -0.7993 -1.2228 0.2101 -0.2827 0.0967 -0.3462 -0.41
H -1.1612 -0.4808 2.2120 -0.4293 -0.1503 0.1491 0.20
H 0.0917 -1.6718 2.1032 -0.0997 -0.1259 0.1963 0.21
H 1.1078 2.5511 -1.5243 0.3631 0.4307 0.3626 0.20
H 0.4952 1.0211 -1.1289 -0.3960 0.0696 0.4231 0.20
H -1.5468 -2.2653 1.9729 -0.4802 0.1555 0.3105 0.20
H -1.0279 -2.1101 -0.3842 -0.5771 -0.3184 0.3931 0.19
H -1.4233 0.8346 0.2950 -0.1387 0.1814 -0.1514 0.21
H 0.2123 -1.0680 -0.1757 0.1558 0.5779 0.6594 0.23
H 1.1404 2.0076 0.2683 -0.3909 0.4213 -0.2289 0.19
H -1.5726 0.0420 -1.3185 0.0549 0.4483 0.2223 0.21
H -2.7665 -0.2990 -0.1163 0.0897 0.0301 0.4166 0.18



Record 4
18
Properties=species:S:1:pos:R:3:forces:R:3:nbo_charge:R:1 method="wB97M-V/def2-TZVPD" gap_ev="11.44 / 7.47" total_charge=0 total_energy_ev=-9456.1637 lumo_ev="0.8 / -3.1" de_lowest_ev=0.2845 multiplicity=2
O 0.2830 3.3399 -1.9150 0.1704 -0.0447 -0.0968 -0.25
O -1.8188 2.6422 -1.4424 -0.1531 -0.0955 -0.0746 -0.57
C -1.0983 -2.8561 1.2763 0.1059 0.2908 0.0445 -0.61
C -0.6202 2.5999 -1.4159 -0.1886 -0.0167 0.1144 0.73
C 0.1195 1.4538 -0.5741 0.4539 0.3583 0.1801 -0.42
C -0.1106 -2.0185 0.4718 -0.3806 0.5878 -0.9904 -0.61
C 1.5866 1.7057 -0.2516 0.0442 0.7764 0.1003 -0.63
H -1.9403 -2.2363 1.5857 -0.0102 -0.0224 0.0302 0.21
H 0.9423 -2.2664 0.5712 0.0080 -0.2342 0.2405 0.21
H -0.5018 1.5092 0.3206 -0.0138 -0.3890 -0.0408 0.24
H 1.6447 2.5593 0.4209 0.0186 0.2171 -0.0244 0.21
H -0.6033 -3.2054 2.1803 -0.2360 -0.3334 0.0323 0.21
H -0.3319 -2.0566 -0.6025 0.0176 -0.2110 0.1061 0.20
H -0.0490 0.5418 -1.1416 -0.1641 0.0263 -0.0122 0.24
H 2.1263 0.9277 0.2790 -0.3317 -0.5299 -0.1938 0.22
H -1.5263 -3.6729 0.6922 0.2983 -0.1444 0.2218 0.21
H -0.2328 -0.9589 0.6932 0.2012 0.0160 0.3494 0.20
H 2.1309 1.9918 -1.1480 0.1600 -0.2515 0.0133 0.22



Record 5
19
Properties=species:S:1:pos:R:3:forces:R:3:nbo_charge:R:1 method="wB97M-V/def2-TZVPD" gap_ev=7.50 total_charge=-1 total_energy_ev=-20295.1498 lumo_ev=3.2 de_lowest_ev=0.2897
S 1.9805 -1.9710 2.3960 -0.2253 0.2125 0.2855 0.11
O 0.0093 1.3960 -2.5366 0.4746 0.0227 0.0095 -0.77
O 0.7838 0.8966 -0.4593 0.5616 -0.1382 -0.0123 -0.82
C -2.6961 1.1826 -1.7517 0.1817 1.4775 -0.1539 -0.61
C -1.5546 0.8546 -0.8079 0.0943 0.5133 0.2597 -0.54
C 1.2504 -0.3021 2.4305 0.5372 -0.0100 -0.7539 -0.74
C 2.2562 -2.1024 0.6196 -0.1074 -0.0638 -0.5461 -0.77
C -0.0841 1.0707 -1.3403 -1.4063 -0.1774 -0.0831 0.78
H -2.9808 0.3900 -2.4145 -0.0251 -0.6361 -0.3147 0.19
H -1.6062 1.4424 0.1127 -0.1114 0.2532 -0.0834 0.19
H 1.8311 -1.2565 0.0703 -0.0706 0.0913 0.2819 0.28
H 1.7454 -2.9973 0.2656 0.1633 -0.0770 -0.0721 0.21
H -2.3681 2.0125 -2.3917 -0.0218 -0.1968 -0.0313 0.22
H 0.6729 -0.1868 1.5117 -0.2643 0.1119 0.2355 0.28
H -1.6721 -0.1442 -0.4448 0.2215 -0.9665 0.1737 0.19
H 0.6603 -0.1101 3.3201 0.0203 -0.1928 0.1118 0.21
H 2.0632 0.4153 2.3258 -0.0943 0.1647 0.2732 0.21
H -3.6038 1.5534 -1.2609 0.0534 -0.2710 0.2424 0.17
H 3.3127 -2.1437 0.3554 0.0183 -0.1178 0.1775 0.20



Record 6
19
Properties=species:S:1:pos:R:3:forces:R:3:nbo_charge:R:1 method="wB97M-V/def2-TZVPD" gap_ev=7.96 total_charge=-1 total_energy_ev=-11507.3620 lumo_ev=3.8 de_lowest_ev=0.7055
O -1.4259 -1.3019 -0.3367 -0.2911 0.3938 -0.0842 -0.76
O 2.5970 -2.2211 -0.0430 -0.2999 -0.5438 0.3360 -0.77
O 1.1087 -1.0681 1.2092 -0.7850 -0.1519 0.4387 -0.82
C -2.2015 0.5812 -1.6174 -0.3543 1.0463 0.6561 -0.62
C -1.1986 0.8608 0.6545 0.5545 -0.1225 -0.8653 -0.65
C 2.2163 -1.2954 0.6943 1.3613 1.2289 -1.2057 0.79
C -2.0832 -0.0248 -0.2239 1.1479 -1.0161 0.6161 0.09
C 3.2664 -0.0970 0.7277 -0.1216 -1.0754 0.1597 -0.75
H -2.3455 1.6673 -1.5001 -0.2320 -0.1539 -0.1742 0.18
H 3.2713 0.4985 1.6385 -0.2938 0.1751 -0.0260 0.18
H -3.0095 -0.2420 0.3220 -0.3019 0.3007 -0.5458 0.16
H -1.5873 1.8757 0.6952 -0.0042 0.1097 0.3587 0.18
H -0.4996 -1.1603 -0.0603 0.0474 -0.5209 0.2596 0.51
H -3.0043 0.1995 -2.2434 0.0617 -0.2790 0.0126 0.20
H -0.2195 0.8676 0.1561 -0.0876 0.4158 -0.0482 0.22
H 4.2594 -0.5234 0.5752 0.0091 0.0988 -0.0361 0.20
H 3.0089 0.4828 -0.1586 0.0621 0.3326 0.1295 0.20
H -0.9179 0.4205 1.6076 -0.5747 0.0406 0.2395 0.25
H -1.2352 0.4801 -2.0969 0.1020 -0.2786 -0.2210 0.22



Record 7
19
Properties=species:S:1:pos:R:3:forces:R:3:nbo_charge:R:1 method="wB97M-V/def2-TZVPD" gap_ev=8.26 total_charge=-1 total_energy_ev=-11507.2594 lumo_ev=3.9 de_lowest_ev=0.8080
O 0.9235 0.0539 2.0804 -0.2515 -0.2939 -0.0145 -0.77
O 1.4235 0.6960 -0.9219 0.0791 -0.6119 0.0172 -0.83
O 1.3763 -0.4942 -2.8239 -0.1105 -0.0820 -0.0836 -0.76
C 0.1822 -1.3638 -0.9635 0.3221 0.6148 0.2822 -0.52
C -1.0425 -1.6761 -1.8075 0.2522 -0.9169 0.7067 -0.60
C 1.0689 -0.2954 -1.6361 0.4683 0.3371 0.0023 0.77
C 0.0988 1.1997 2.3228 1.6578 -0.1057 0.3184 -0.05
C -0.4790 1.7961 1.0595 0.5098 -0.9768 0.2283 -0.70
H -0.5496 0.8905 3.1277 -0.8380 -0.0928 0.0048 0.15
H 1.3196 0.1179 1.1946 -0.1271 0.2711 -0.1602 0.50
H 0.8297 -2.2190 -0.7251 -0.2917 -0.1025 -0.3017 0.20
H -1.5659 -0.7464 -1.9866 -0.2745 0.1107 -0.2810 0.20
H 0.7617 1.9329 2.8014 -0.0740 0.3587 -0.0851 0.13
H -0.7119 2.8434 1.2390 -0.1554 0.0346 -0.4330 0.19
H 0.2892 1.5688 0.2918 -0.2670 0.9956 0.1119 0.30
H -1.6769 -2.3483 -1.2134 -0.2277 0.1183 -0.2515 0.18
H -0.7946 -2.1865 -2.7366 0.0343 0.2577 -0.1079 0.21
H -1.3061 1.2005 0.6956 -0.6988 0.1619 0.0961 0.19
H -0.1468 -0.9701 0.0018 -0.0071 -0.0779 -0.0494 0.20



Record 8
19
Properties=species:S:1:pos:R:3:forces:R:3:nbo_charge:R:1 method="wB97M-V/def2-TZVPD" gap_ev=8.47 total_charge=-1 total_energy_ev=-11507.7658 lumo_ev=3.9 de_lowest_ev=0.3017
O 1.4460 -0.1136 -1.3607 -0.2186 0.5034 0.0654 -0.77
O -0.9979 -0.9788 -1.2655 -0.1712 -0.2141 0.0496 -0.82
O -2.7629 -1.5983 -0.0264 -0.2149 -0.1442 0.1609 -0.76
C 1.7640 0.1258 -0.0137 -0.6048 -0.5199 -0.0396 0.11
C -2.6010 0.6821 -0.6883 -0.6196 -0.5696 0.4455 -0.74
C -2.0825 -0.7736 -0.6463 0.5358 0.4412 -0.2078 0.78
C 0.8092 1.0709 0.7219 0.4240 0.0130 0.6055 -0.63
C 1.8981 -1.1836 0.7639 0.3216 0.4231 1.1045 -0.63
H 0.5230 1.9358 0.1308 -0.0036 0.0264 -0.1815 0.21
H 0.4654 -0.3087 -1.3869 0.1984 -0.2701 -0.1061 0.52
H 1.3595 1.4232 1.6054 -0.1197 0.1795 -0.0567 0.18
H 2.5997 -1.8566 0.2795 0.0324 -0.0825 -0.0687 0.20
H -2.6743 1.0742 0.3302 0.3189 0.0862 -0.0375 0.20
H -3.6434 0.6022 -0.9983 -0.0374 0.2458 -0.3348 0.21
H 2.2837 -0.9123 1.7634 0.2325 -0.2171 -0.1898 0.17
H -2.0143 1.3180 -1.3396 0.0276 0.1367 -0.0354 0.20
H -0.0787 0.5870 1.1220 -0.1946 -0.1975 -0.3365 0.21
H 0.9707 -1.7079 0.9955 -0.2453 0.1233 -0.6070 0.22
H 2.7357 0.6143 0.0130 0.3384 0.0366 -0.2297 0.14



Record 9
19
Properties=species:S:1:pos:R:3:forces:R:3:nbo_charge:R:1 method="wB97M-V/def2-TZVPD" gap_ev=7.94 total_charge=-1 total_energy_ev=-11506.9305 lumo_ev=3.7 de_lowest_ev=1.1369
O -0.7843 0.0641 -1.2952 0.1218 -0.6399 0.0939 -0.80
O -1.4099 -3.2434 1.4090 0.5431 -0.6074 -0.7603 -0.77
O -0.0808 -2.3066 -0.1873 -0.1921 0.1481 0.2786 -0.81
C -0.1699 2.1132 -0.4086 1.3915 0.1142 2.0173 -0.65
C -0.7386 -2.3257 0.8900 -1.2281 0.0076 1.3152 0.78
C 1.6808 0.3073 -0.9527 -0.7752 0.4863 1.3243 -0.65
C -0.8800 -1.0478 1.7806 0.5370 -0.4184 -0.1090 -0.74
C 0.3312 0.9764 -1.2713 -0.8294 -1.2957 -1.4904 0.10
H 2.4877 1.0441 -0.7890 -0.0704 -0.1976 -1.2105 0.19
H 0.6445 2.7469 0.0373 -0.5919 0.4145 -1.3961 0.19
H -1.9253 -0.7750 1.8396 -0.3177 -0.0616 -0.0430 0.21
H 1.7643 -0.5027 -1.6796 0.7932 0.3028 0.0406 0.23
H 1.6951 -0.1463 0.0317 -0.5495 -0.5094 0.2356 0.22
H -1.0885 2.5734 -0.7587 0.3938 0.5003 -0.4127 0.22
H -0.5404 -1.2580 2.8139 -0.0125 0.0754 -0.6075 0.20
H -0.4669 1.7206 0.5735 -0.2837 -0.7224 -0.3587 0.22
H -0.5735 -0.8667 -0.9874 0.4266 0.5691 0.1175 0.52
H 0.4136 1.1565 -2.3803 0.0998 1.1091 0.9546 0.15
H -0.3591 -0.2302 1.3345 0.5436 0.7252 0.0107 0.18



Record 10
19
Properties=species:S:1:pos:R:3:forces:R:3:nbo_charge:R:1 method="wB97M-V/def2-TZVPD" gap_ev=7.00 total_charge=-1 total_energy_ev=-11506.3647 lumo_ev=3.3 de_lowest_ev=1.7028
O -0.4630 -2.8286 -0.2675 0.0917 0.1561 -0.2124 -0.79
O -1.5747 -1.1116 -1.2335 0.3792 -0.0302 -0.0941 -0.81
O 0.7271 2.1417 0.1397 -0.2062 -0.9038 0.8762 -0.76
C -0.9451 -1.6741 -0.2976 -0.2820 0.1418 -0.1883 0.77
C -0.8245 -1.8285 2.1963 1.2341 0.5763 0.3798 -0.63
C -0.8481 -0.8366 1.0143 -0.9392 -1.3703 -0.6892 -0.54
C 1.5189 1.0684 -1.7737 0.5104 0.6292 0.9432 -0.63
C 0.3737 1.9563 -1.2404 0.4664 -0.9364 0.3506 -0.08
H -1.7973 -0.2775 0.9865 0.3169 -0.0154 0.3986 0.20
H -0.5546 1.3483 -1.3119 0.2517 0.7233 0.1994 0.23
H 0.3052 2.9558 -1.6698 -0.1956 -0.2536 -0.6031 0.15
H 0.8753 3.0136 0.4925 -0.2436 0.5420 -0.6892 0.47
H 1.3762 0.4415 -2.6473 -0.3257 0.2138 -0.1180 0.22
H 1.8313 0.4460 -0.9263 -0.6006 -0.3537 -0.2423 0.23
H -1.0615 -1.2666 3.1105 -0.1152 -0.5997 0.1397 0.17
H 0.1018 -2.4113 2.3387 0.4865 1.0836 -0.0880 0.21
H -1.3884 -2.7328 2.0302 -1.3761 0.3296 -0.1688 0.22
H -0.0535 -0.0996 0.9020 0.2372 -0.2043 0.4949 0.22
H 2.4012 1.6956 -1.8426 0.3100 0.2719 -0.6889 0.18



Record 11
19
Properties=species:S:1:pos:R:3:forces:R:3:nbo_charge:R:1 method="wB97M-V/def2-TZVPD" gap_ev=7.34 total_charge=-1 total_energy_ev=-11505.9772 lumo_ev=3.5 de_lowest_ev=2.0903
O -1.6553 2.1418 2.1430 0.9081 -0.9691 0.2030 -0.81
O 0.5406 -1.8192 -1.7832 -1.3707 -1.9447 3.6043 -0.74
O 0.4994 2.2946 1.5819 1.2551 0.5499 -0.1290 -0.78
C -0.2958 0.1782 2.0688 2.0391 -1.1370 2.7420 -0.52
C -0.4853 1.6521 1.9640 -2.7875 1.9211 -0.6866 0.73
C 1.3816 -0.7219 -1.8944 -0.0538 0.6235 -2.0839 -0.06
C 0.3955 0.4635 -2.0683 0.5629 0.0119 -3.8001 -0.66
C -1.1672 -0.6683 1.1728 -1.3192 1.8034 1.2385 -0.63
H 2.0126 -0.9894 -2.8421 -0.9288 1.0558 1.5892 0.15
H -1.0706 -1.7192 1.3178 0.3532 -0.9012 -0.0992 0.18
H -0.4484 -0.1444 3.1100 -0.4751 0.2571 0.0950 0.18
H 0.1559 -1.7448 -0.8225 0.7480 -0.4569 -2.7244 0.47
H 0.7385 1.1455 -2.9195 -0.2668 -0.6602 1.0638 0.19
H -0.5544 -0.0046 -2.4809 1.0377 0.6849 0.7290 0.21
H 2.0298 -0.6439 -1.0355 0.4053 0.2876 0.2267 0.17
H 0.2007 1.1063 -1.2601 -0.1224 0.4735 1.4263 0.24
H 0.8381 0.1482 2.0675 -1.0721 -0.9176 -1.0640 0.21
H -2.2553 -0.3808 1.4566 1.7252 -0.3387 -0.9279 0.23
H -0.8605 -0.2936 0.2241 -0.6381 -0.3432 -1.4026 0.20



Record 12
20
Properties=species:S:1:pos:R:3:forces:R:3:nbo_charge:R:1 method="wB97M-V/def2-TZVPD" gap_ev="5.60 / 6.13" total_charge=0 total_energy_ev=-17330.4976 lumo_ev="-0.3 / -0.5" de_lowest_ev=0.0000 multiplicity=2
Sn -1.4583 -0.8657 1.7131 -1.8457 -2.9398 -0.2998 0.68
O -1.1421 0.2656 -0.1861 0.3782 -0.8906 1.5519 -0.58
O -1.9169 1.5056 -2.7030 -0.0578 -0.6087 2.1186 -0.78
O -0.1450 0.5574 2.3503 1.6149 1.4903 0.8032 -0.63
C -0.1039 1.1886 0.0698 0.5619 0.7132 -0.5179 -0.11
C 0.8535 0.4873 3.3520 0.5172 0.0960 0.6848 -0.25
C -2.5085 0.7202 -0.0842 -0.1957 1.7397 -3.3501 -0.38
C -2.4747 1.8276 -1.5726 -1.2337 1.0079 -0.9881 0.06
C -0.1155 1.6945 1.4984 -0.3543 1.0857 -0.6567 -0.12
H -3.5825 1.9855 -1.6047 0.1166 -0.0561 0.0255 0.09
H -0.1329 2.0481 -0.6146 -0.1335 -0.3840 0.0015 0.25
H 0.7480 2.3560 1.6564 -0.0367 -0.5108 0.2058 0.22
H -3.1662 -0.0503 -0.5134 0.3318 0.2310 0.8995 0.25
H 0.7368 1.3569 4.0140 0.2027 -0.2392 -0.1700 0.20
H -2.7901 1.4502 0.6969 0.2277 -0.9450 -0.2661 0.21
H -1.0115 2.2854 1.7356 0.1582 -0.1018 -0.1862 0.21
H 0.7005 -0.4223 3.9421 -0.0216 0.1409 -0.2534 0.22
H -2.0712 2.7431 -1.0726 0.1569 -0.0826 0.1675 0.06
H 0.8138 0.6127 -0.1137 -0.1578 0.2184 0.0405 0.21
H 1.8463 0.4641 2.8829 -0.2293 0.0356 0.1894 0.20



Record 13
21
Properties=species:S:1:pos:R:3:forces:R:3:lowdin_charge:R:1 method="wB97M-V/def2-TZVPD" gap_ev=8.41 total_charge=0 total_energy_ev=-18244.5180 lumo_ev=0.5 de_lowest_ev=1.2465
Tl 0.5744 0.9412 -1.5372 -1.3250 1.6554 -2.9815 0.99
O -0.4661 4.1279 2.0688 0.5575 -2.6453 -0.4340 -0.11
O -0.3587 0.4495 0.6110 -0.9155 -0.0567 0.3862 -0.30
O 0.0269 -1.3668 -1.3738 -0.0797 -1.1672 0.2978 -0.40
O 2.1736 1.0044 -0.2276 2.1301 -0.0943 1.4045 -0.35
C -1.1647 -1.4268 -0.6124 -0.4758 -0.1718 0.0469 -0.22
C 1.8811 1.0146 1.0335 -0.8330 0.4039 0.9811 -0.31
C -0.8715 -0.8705 0.7572 0.0339 -0.2799 0.3377 -0.17
C 0.6169 0.8338 1.5287 1.3687 -0.3784 0.5622 -0.20
C -0.0512 -2.0791 -2.5937 -0.0875 -0.2304 -0.3918 -0.10
H 0.8186 -1.7976 -3.1979 -0.2134 -0.1030 0.1593 0.09
H -0.0337 -3.1631 -2.4020 -0.0183 0.2764 -0.0667 0.10
H -1.9558 -0.8428 -1.1165 0.1722 -0.1364 0.1072 0.13
H -0.1570 3.1541 1.8813 -0.6000 2.6859 0.4652 0.05
H -0.1243 -1.4981 1.2638 -0.1011 0.1446 -0.1193 0.14
H -1.7908 -0.8575 1.3624 0.1886 0.0207 -0.1346 0.14
H -0.9709 -1.8179 -3.1433 0.2611 -0.0537 0.1233 0.10
H 2.6673 1.2860 1.7585 -0.1911 -0.1527 -0.2620 0.12
H 0.2920 4.6823 1.8646 0.1181 -0.1406 -0.0537 0.02
H 0.4031 0.6952 2.5918 -0.0632 0.2130 -0.4027 0.12
H -1.5091 -2.4689 -0.5173 0.0734 0.2104 -0.0255 0.14